6 unconnected molecules or ions with the total composition C24H48O6 at a distorted geometry, computed with wB97M-V/def2-TZVPD.

Structure (XYZ):
```
78
Properties=species:S:1:pos:R:3:lowdin_charge:R:1
C -0.232 1.546 0.921 -0.152
C -1.584 0.869 0.767 -0.164
C -1.278 -0.602 0.850 -0.201
O -0.116 -0.683 1.703 -0.130
C 0.714 0.404 1.293 -0.203
H -0.241 2.301 1.708 0.104
H 0.099 2.061 0.017 0.100
H -2.029 1.018 -0.225 0.110
H -2.333 1.229 1.468 0.113
H -1.093 -1.174 -0.060 0.093
H -2.066 -1.104 1.418 0.116
H 1.337 0.043 0.461 0.095
H 1.485 0.693 2.010 0.112
C 4.191 4.748 4.929 -0.169
C 3.535 4.786 3.554 -0.170
C 3.318 3.283 3.202 -0.188
O 4.183 2.588 4.082 -0.137
C 5.011 3.459 4.817 -0.210
H 3.411 4.645 5.688 0.113
H 4.804 5.593 5.244 0.111
H 4.236 5.223 2.839 0.100
H 2.588 5.323 3.498 0.107
H 3.707 3.211 2.183 0.091
H 2.262 3.038 3.307 0.113
H 5.939 3.611 4.258 0.121
H 5.217 3.116 5.831 0.119
C -6.821 -1.047 -1.807 -0.164
C -5.628 -1.707 -2.486 -0.174
C -4.672 -1.922 -1.334 -0.218
O -5.522 -2.254 -0.245 -0.152
C -6.860 -1.839 -0.483 -0.188
H -7.682 -1.227 -2.457 0.108
H -6.766 0.034 -1.689 0.110
H -5.194 -1.125 -3.300 0.116
H -5.882 -2.709 -2.837 0.120
H -4.034 -1.059 -1.099 0.116
H -3.985 -2.747 -1.543 0.110
H -7.201 -1.168 0.306 0.116
H -7.566 -2.662 -0.594 0.118
C 3.070 3.534 -1.323 -0.193
C 3.887 2.416 -0.804 -0.173
C 5.331 3.022 -0.843 -0.177
O 5.139 4.372 -1.249 -0.159
C 3.809 4.777 -0.842 -0.165
H 2.066 3.653 -0.871 0.108
H 2.828 3.439 -2.380 0.121
H 3.798 1.558 -1.476 0.097
H 3.668 1.999 0.181 0.096
H 5.958 2.521 -1.579 0.116
H 5.825 3.029 0.134 0.112
H 3.472 5.735 -1.235 0.120
H 3.806 4.923 0.248 0.106
C -2.066 -4.172 0.557 -0.181
C -2.126 -5.604 0.040 -0.145
C -2.932 -6.325 1.169 -0.191
O -3.394 -5.296 2.030 -0.129
C -3.389 -4.097 1.296 -0.233
H -2.022 -3.386 -0.202 0.087
H -1.290 -3.969 1.298 0.120
H -1.190 -6.042 -0.291 0.104
H -2.787 -5.574 -0.834 0.103
H -2.283 -7.014 1.715 0.112
H -3.773 -6.940 0.837 0.112
H -3.532 -3.237 1.955 0.124
H -4.245 -4.008 0.611 0.104
C 0.732 -1.727 -2.484 -0.165
C 0.652 -2.079 -3.946 -0.175
C 1.249 -0.888 -4.702 -0.165
O 1.676 0.048 -3.678 -0.152
C 1.864 -0.671 -2.481 -0.217
H 0.919 -2.556 -1.799 0.115
H -0.198 -1.298 -2.107 0.092
H -0.388 -2.171 -4.275 0.107
H 1.139 -3.018 -4.205 0.110
H 0.613 -0.340 -5.388 0.116
H 2.182 -1.201 -5.181 0.114
H 1.831 -0.032 -1.601 0.088
H 2.841 -1.173 -2.491 0.124
```

* highest occupied orbital energy: -0.3422 hartree
* SMILES: C1CCOC1.C1CCOC1.C1CCOC1.C1CCOC1.C1CCOC1.C1CCOC1
* orbital gap: 9.83 eV

---

8 unconnected molecules or ions with the total composition H16O8 at a distorted geometry, computed with wB97M-V/def2-TZVPD.

Structure (XYZ):
```
24
Properties=species:S:1:pos:R:3:lowdin_charge:R:1
O 0.127 -2.550 -1.248 -0.059
H 0.475 -1.977 -1.933 -0.029
H 0.565 -3.352 -1.577 0.057
O -0.142 3.467 0.114 -0.030
H 0.378 3.588 0.888 0.027
H -0.116 2.615 -0.281 -0.031
O -2.169 2.776 2.116 -0.046
H -3.031 2.368 2.123 0.019
H -1.836 2.278 1.388 -0.031
O 2.799 -2.074 0.254 -0.064
H 1.867 -1.974 0.065 -0.029
H 3.041 -2.551 -0.550 0.020
O 0.470 -0.883 1.761 -0.024
H 0.867 -0.522 2.521 0.020
H 0.278 -0.102 1.239 0.001
O -2.564 0.300 1.005 -0.057
H -2.455 0.095 1.943 0.074
H -2.990 -0.509 0.652 0.094
O -0.346 0.723 -0.609 -0.062
H -1.214 0.631 -0.179 0.011
H -0.041 -0.122 -0.990 0.036
O 1.614 -0.884 -2.847 -0.078
H 2.476 -1.385 -2.991 0.095
H 1.945 0.044 -2.864 0.084
```

* highest occupied orbital energy: -0.3958 hartree
* SMILES: O.O.O.O.O.O.O.O
* orbital gap: 10.71 eV

---

15 unconnected molecules or ions with the total composition C5H41NO14 at a distorted geometry, computed with wB97M-V/def2-TZVPD.

Structure (XYZ):
```
61
Properties=species:S:1:pos:R:3:mulliken_spin:R:1
C -2.178 0.371 -1.926 -0.001
C -0.892 -0.037 -1.132 0.033
N 0.205 0.374 -2.056 0.718
C 1.844 -1.694 -1.771 0.082
C 1.684 -0.181 -1.846 -0.025
C 2.659 0.307 -2.951 0.012
H -2.038 0.579 -2.987 0.003
H -2.831 -0.541 -1.682 -0.002
H -2.679 1.338 -1.491 -0.001
H -0.813 -1.072 -0.941 0.049
H -0.723 0.416 -0.171 0.032
H -0.153 0.065 -3.038 -0.013
H 2.785 -2.060 -1.393 0.002
H 1.639 -2.258 -2.671 -0.001
H 1.092 -2.196 -1.103 -0.008
H 1.942 0.155 -0.890 0.015
H 3.495 -0.475 -3.108 -0.002
H 3.197 1.169 -2.568 0.001
H 2.110 0.494 -3.794 0.000
H 2.911 -1.491 0.715 0.000
H 2.926 -0.323 1.614 0.000
O 2.467 -1.222 1.497 0.000
H -0.931 -2.557 -3.666 -0.001
H -0.969 -2.646 -5.141 0.000
O -0.542 -2.223 -4.468 0.000
H 0.424 -4.471 0.826 0.000
H -0.408 -3.923 1.923 0.000
O -0.515 -4.549 1.197 0.000
H -0.011 -1.820 3.102 0.000
H 1.043 -2.202 2.057 0.000
O 0.433 -2.576 2.684 0.000
H -0.117 2.038 -1.717 0.020
H -0.541 3.302 -2.406 0.004
O -0.007 3.029 -1.765 0.077
H -3.524 -0.077 1.917 0.000
H -3.057 -0.759 0.697 0.000
O -3.301 0.036 1.049 0.000
H 2.454 3.534 -0.528 0.000
H 2.554 2.940 -1.892 -0.001
O 3.103 3.050 -1.073 0.000
H 0.635 1.897 3.036 0.000
H -0.965 1.847 2.454 0.000
O -0.329 1.678 3.252 0.000
H -2.488 0.357 3.930 0.000
H -3.053 -1.047 3.751 0.000
O -3.353 -0.173 3.728 0.000
H -0.452 0.138 3.786 0.000
H 0.033 -0.951 4.890 0.000
O -0.653 -0.669 4.296 0.000
H -1.619 -3.435 0.468 -0.001
H -3.178 -3.256 -0.074 0.000
O -2.325 -2.866 0.238 0.006
H 1.821 2.022 0.746 -0.001
H 3.210 2.577 1.229 0.000
O 2.478 1.904 1.463 0.000
H -2.286 1.792 0.682 0.001
H -1.632 3.083 -0.032 -0.001
O -1.702 2.481 0.766 0.002
H 0.534 3.865 0.035 -0.002
H -0.061 3.253 1.272 0.000
O 0.647 3.661 0.980 0.001
```

* highest occupied orbital energy (alpha / beta): -0.4940 / -0.4940 hartree
* net charge: +1
* orbital gap (alpha / beta): 10.39 / 4.91 eV
* spin multiplicity: 2

---

8 unconnected molecules or ions with the total composition C27H43F6O21 at a distorted geometry, computed with wB97M-V/def2-TZVPD.

Structure (XYZ):
```
97
Properties=species:S:1:pos:R:3:lowdin_charge:R:1
F 32.024 -93.648 -7.272 -0.554
C 32.411 -92.878 -3.961 0.011
C 33.605 -93.210 -2.988 -0.239
O 33.012 -93.888 -1.918 0.172
C 31.692 -93.932 -2.136 -0.627
O 30.941 -94.405 -1.325 0.172
O 31.364 -93.583 -3.309 0.098
F 34.188 -91.990 -2.694 0.042
H 32.583 -93.066 -4.943 0.077
H 32.081 -91.932 -3.829 0.101
H 34.322 -93.717 -3.441 0.105
C 30.136 -93.534 -9.882 -0.076
C 29.697 -94.715 -8.936 -0.322
O 29.286 -95.686 -9.907 0.092
C 29.461 -95.286 -11.231 -0.510
O 29.291 -95.981 -12.154 0.179
O 29.874 -93.948 -11.219 0.037
F 28.542 -94.376 -8.388 0.070
H 31.190 -93.718 -9.634 0.087
H 29.683 -92.544 -9.432 0.179
H 30.393 -95.146 -8.203 0.131
C 32.123 -96.699 -4.832 0.005
C 32.381 -96.847 -6.314 -0.404
O 31.117 -96.999 -6.883 0.170
C 30.173 -96.880 -6.006 -0.640
O 28.997 -97.123 -6.227 0.141
O 30.690 -96.646 -4.846 0.093
F 33.179 -97.838 -6.421 0.151
H 32.650 -95.779 -4.437 0.150
H 32.307 -97.706 -4.328 0.171
H 32.801 -95.932 -6.540 0.110
C 28.642 -93.661 -5.337 0.009
C 29.222 -92.287 -5.792 -0.267
O 29.498 -91.585 -4.560 0.153
C 29.015 -92.163 -3.526 -0.574
O 28.981 -91.786 -2.376 0.141
O 28.429 -93.431 -3.848 0.036
F 28.307 -91.728 -6.598 0.076
H 29.374 -94.394 -5.495 0.077
H 27.795 -94.005 -5.970 0.142
H 30.028 -92.504 -6.392 0.106
C 34.341 -90.370 -6.019 0.044
C 32.940 -90.385 -6.642 -0.250
O 33.182 -89.400 -7.700 0.192
C 34.360 -89.074 -7.843 -0.658
O 34.613 -88.187 -8.766 0.029
O 35.146 -89.751 -7.101 0.101
F 31.996 -90.035 -5.811 0.126
H 34.838 -91.246 -5.803 0.082
H 34.521 -89.673 -5.169 0.162
H 32.628 -91.281 -6.943 0.099
C 40.151 -93.801 0.659 -0.154
O 39.581 -94.132 -0.571 -0.197
C 38.493 -93.300 -0.892 -0.162
C 38.098 -93.391 -2.366 -0.415
O 38.776 -92.918 -3.195 -0.062
C 38.187 -92.266 -4.349 -0.054
C 37.576 -93.091 -5.498 -0.191
O 36.249 -93.292 -5.421 -0.212
C 35.563 -93.802 -6.610 -0.029
H 40.335 -92.723 0.814 0.072
H 41.073 -94.309 1.134 0.119
H 39.277 -93.788 1.312 0.067
H 38.723 -92.168 -0.502 0.167
H 37.796 -93.657 -0.103 0.124
H 37.116 -93.010 -2.632 0.115
H 37.921 -94.446 -2.851 0.169
H 38.857 -91.662 -4.646 0.059
H 37.599 -91.460 -4.014 0.133
H 37.924 -94.020 -5.724 0.106
H 37.564 -92.355 -6.346 0.150
H 35.699 -93.170 -7.412 0.075
H 34.541 -93.975 -6.466 0.047
H 35.880 -94.775 -6.810 0.070
C 38.969 -99.584 -9.524 -0.054
O 38.316 -98.330 -9.817 -0.133
C 37.294 -98.091 -9.006 -0.323
C 36.513 -97.038 -9.502 -0.396
O 35.445 -96.841 -8.896 -0.038
C 34.582 -95.699 -9.303 -0.088
C 33.443 -95.865 -10.249 -0.200
O 33.914 -96.218 -11.513 -0.139
C 33.000 -96.215 -12.555 -0.075
H 39.061 -99.882 -8.480 0.096
H 39.827 -99.575 -10.098 0.065
H 38.354 -100.325 -9.933 0.068
H 37.796 -97.651 -8.066 0.153
H 36.676 -98.976 -8.616 0.166
H 36.457 -97.348 -10.445 0.115
H 37.059 -96.174 -9.223 0.143
H 35.121 -94.956 -9.653 0.080
H 34.033 -95.185 -8.495 0.111
H 32.778 -95.020 -10.278 0.118
H 32.838 -96.616 -9.810 0.123
H 33.158 -96.581 -13.424 0.024
H 32.662 -95.267 -12.758 0.068
H 32.098 -96.737 -12.086 0.123
```

* highest occupied orbital energy: -0.2840 hartree
* net charge: -1
* orbital gap: 9.82 eV